Density functional theory data (wB97M-V/def2-TZVPD) for a cluster of 2 separate species, C13H23N5O8P in total.

Last column: Mulliken charge in e.
CARTESIAN COORDINATES (ANGSTROEM)
H (0.219, -2.351, -3.811)  0.41
N (3.052, 3.557, -0.803)  0.01
O (4.689, 4.760, -1.682)  -0.70
O (-3.530, -1.291, 1.231)  -0.75
H (-2.964, -5.831, 3.123)  0.32
H (-3.271, -0.674, -1.193)  0.38
C (-0.727, -2.556, -3.319)  -0.22
C (-3.718, -3.554, 0.586)  -0.70
C (4.326, 5.102, 0.635)  -1.03
H (0.483, 0.923, 1.234)  0.25
C (4.131, 0.700, -0.439)  -0.75
H (-1.950, -2.309, 0.382)  0.28
H (1.819, 3.861, 0.860)  0.20
H (5.088, 5.866, 0.493)  0.33
H (4.753, -0.193, -0.384)  0.33
H (-0.229, 2.532, 1.419)  0.29
H (-3.444, -4.309, -0.150)  0.22
H (3.219, 0.448, -0.981)  0.24
C (0.005, 1.746, 0.698)  -0.59
H (-4.394, -2.013, -1.412)  0.31
C (-1.309, 1.242, 0.072)  0.45
H (-3.655, -2.396, 2.991)  0.39
N (-2.416, -2.344, -2.108)  0.65
O (-3.899, -3.296, 3.287)  -0.50
H (4.677, 1.473, -0.984)  0.23
P (-3.184, -4.138, 2.163)  0.86
C (-3.364, -1.764, -1.144)  -1.04
O (2.855, 2.355, 2.494)  -0.68
N (-1.269, -1.734, -2.465)  -0.66
N (3.814, 1.162, 0.912)  -0.09
H (-3.322, -4.263, -2.664)  0.38
C (4.029, 4.453, -0.701)  0.70
H (-4.802, -3.441, 0.599)  0.35
H (3.422, 5.564, 1.024)  0.32
C (-3.041, -2.231, 0.279)  0.55
C (-2.507, -3.554, -2.768)  0.12
O (-2.176, 0.754, 0.840)  -0.81
C (2.213, 3.023, 0.284)  0.17
H (4.689, 4.351, 1.333)  0.25
C (2.972, 2.131, 1.294)  0.16
H (1.328, 1.506, -0.988)  0.11
O (-3.503, -5.670, 2.339)  -0.53
H (-3.029, -0.408, 1.087)  0.56
H (4.241, 0.670, 1.681)  0.29
O (-1.469, 1.343, -1.163)  -0.70
H (2.878, 3.206, -1.731)  0.31
H (0.472, 3.049, -0.948)  0.44
C (0.995, 2.313, -0.336)  -0.69
N (-1.464, -3.714, -3.536)  -0.70
O (-1.730, -4.058, 2.368)  -0.72

Values from the calculation:
Charge: -1
Max |F| (eV Å⁻¹): 2.77
Frontier orbital gap (eV): 8.23
ΔE to the lowest compared entry with this formula, charge and spin (kJ/mol): 0.0


Density functional theory data (wB97M-V/def2-TZVPD) for a structure of composition C13H24AlF6IO3P2.

Last column: Mulliken charge in e.
CARTESIAN COORDINATES (ANGSTROEM)
H (2.911, 1.079, 1.667)  0.18
H (4.204, -1.421, -0.150)  0.50
H (-4.215, -1.275, 0.258)  0.48
O (0.093, -0.657, 1.347)  -0.05
H (2.803, -1.624, 0.960)  0.12
C (-3.424, 0.510, -2.096)  -1.27
H (4.550, 0.525, -1.847)  0.45
F (0.037, 0.789, 4.660)  -0.26
H (-2.839, 1.471, 1.536)  0.20
O (0.011, 1.566, -3.121)  -0.13
C (1.212, -1.540, 3.256)  0.46
H (-1.355, -1.487, 4.264)  0.48
H (-3.160, -0.281, -2.805)  0.33
H (-0.903, -0.496, -5.264)  0.35
H (2.667, -2.143, -0.741)  0.34
H (-2.167, -0.895, 2.791)  0.50
H (0.018, 0.842, -6.133)  0.41
H (-2.609, -1.623, 0.969)  0.13
F (1.119, -1.889, 4.574)  -0.26
I (-0.073, -2.111, -1.923)  -0.13
H (-2.940, -2.094, -0.708)  0.41
C (0.000, 0.933, -4.101)  0.79
H (3.047, 2.363, 0.445)  0.40
F (2.390, -0.858, 3.100)  -0.23
H (0.919, -0.500, -5.250)  0.35
Al (-0.013, -0.147, -0.370)  -0.35
H (3.222, -0.157, -2.838)  0.33
F (1.050, 1.467, 2.831)  -0.18
C (0.005, 0.736, 3.302)  0.26
H (-1.278, -2.442, 2.758)  0.46
H (4.373, 1.169, 0.632)  0.52
P (2.504, 0.243, -0.562)  0.94
C (3.285, 1.316, 0.667)  -1.18
C (-1.297, -1.430, 3.173)  -2.22
C (0.003, 1.928, -0.031)  0.46
C (3.109, -1.398, -0.068)  -1.11
H (-3.165, 2.493, 0.137)  0.41
H (-3.176, 1.481, -2.542)  0.37
H (-4.373, 1.268, 0.641)  0.50
H (3.244, 1.588, -2.444)  0.36
C (3.472, 0.583, -2.067)  -1.27
F (-1.119, 1.423, 2.910)  -0.25
C (-0.044, -0.731, 2.730)  1.71
H (-4.513, 0.476, -1.926)  0.43
F (1.332, -2.695, 2.535)  -0.23
C (-3.300, 1.484, 0.545)  -1.21
O (0.002, 3.075, 0.049)  -0.24
P (-2.494, 0.274, -0.542)  0.97
C (-3.136, -1.330, 0.054)  -1.19
C (0.009, 0.142, -5.264)  -0.83

Values from the calculation:
Charge: +2
Max |F| (eV Å⁻¹): 6.16
Frontier orbital gap (eV): 6.97
ΔE to the lowest compared entry with this formula, charge and spin (kJ/mol): 0.0


Density functional theory data (wB97M-V/def2-TZVPD) for a cluster of 2 separate species, C13H24BF3INO4P in total.

Last column: Mulliken charge in e.
CARTESIAN COORDINATES (ANGSTROEM)
H (0.917, -3.930, -1.662)  0.42
H (-0.407, 1.376, -0.376)  0.24
I (-4.211, 3.313, -0.306)  -0.14
C (0.593, -2.911, -1.831)  -0.84
N (0.752, -1.300, -3.719)  -0.23
H (3.694, 0.091, 5.035)  0.22
O (-0.476, 0.288, 3.919)  -0.82
O (2.590, -2.528, -3.049)  -0.55
C (-2.421, -0.980, 1.180)  -0.82
H (-3.943, -0.044, -0.795)  0.34
C (0.179, 1.832, -2.373)  -1.09
C (-2.371, -1.261, -0.095)  -0.16
H (0.743, -1.588, -4.689)  0.24
H (-0.419, -2.930, -2.213)  0.30
H (-4.166, 2.146, -4.079)  0.30
C (-0.564, 0.936, -1.368)  0.23
H (-0.292, 2.794, -2.544)  0.45
C (1.442, -2.282, -2.902)  0.47
H (-0.439, 0.752, -4.188)  0.28
H (0.281, 2.202, 3.934)  0.15
C (0.523, 1.113, 3.978)  0.10
C (1.475, 0.959, 2.748)  0.73
H (-1.602, -1.204, 1.850)  0.18
H (1.835, -0.010, 6.820)  0.31
F (2.672, 1.595, 2.924)  -0.33
B (-2.112, 0.824, -1.545)  0.50
H (-1.872, -2.175, -0.394)  0.34
H (0.862, -0.921, 5.680)  0.26
O (1.254, 1.071, 5.255)  -0.38
C (2.966, -0.712, 5.162)  -0.97
H (-3.274, -0.483, 1.621)  0.27
H (2.167, 0.063, -4.453)  0.43
H (2.809, -1.181, 4.194)  0.18
C (1.664, -0.178, 5.750)  -0.27
H (-0.070, -0.030, -1.338)  -0.24
O (-4.254, 1.731, -3.212)  -0.45
C (-2.989, -0.428, -1.174)  -0.63
H (3.393, -1.475, 5.821)  0.41
P (-3.045, 2.391, -2.270)  -0.25
H (2.054, 0.059, -2.702)  0.41
H (0.655, -2.295, -0.941)  0.10
H (-3.248, -1.048, -2.038)  0.38
H (0.878, 1.900, -4.387)  0.44
F (1.773, -0.307, 2.394)  -0.30
C (0.449, 1.160, -3.711)  -0.62
F (0.924, 1.537, 1.649)  -0.28
H (1.154, 2.054, -1.942)  0.43
C (1.477, 0.016, -3.617)  -0.73

Values from the calculation:
Charge: -1
Max |F| (eV Å⁻¹): 1.87
Frontier orbital gap (eV): 5.56
ΔE to the lowest compared entry with this formula, charge and spin (kJ/mol): 0.0


Density functional theory data (wB97M-V/def2-TZVPD) for a structure of composition C13H24Cl2O3W.

Last column: Mulliken charge in e.
CARTESIAN COORDINATES (ANGSTROEM)
H (-3.362, 1.651, -0.756)  0.34
C (-0.709, 1.368, 2.305)  -2.10
H (2.837, 0.353, 0.496)  0.35
H (-0.966, 3.144, -2.961)  0.33
H (-1.768, 1.169, 2.479)  0.38
C (-0.542, 1.745, -1.439)  0.26
C (-2.728, 2.189, -0.051)  -1.51
Cl (-1.217, -1.322, -2.719)  -0.52
O (0.422, -1.404, 0.549)  0.17
H (0.824, -2.886, 3.022)  0.31
H (2.964, -2.503, 1.315)  0.34
H (2.698, 1.958, 1.202)  0.33
C (1.956, 1.493, -2.060)  -1.76
Cl (1.570, -1.986, -2.743)  -0.86
C (-0.385, 1.452, 0.868)  0.92
C (0.909, 1.284, 0.282)  0.52
H (2.366, 2.521, -2.108)  0.29
H (1.662, 1.193, -3.075)  0.33
H (2.763, 0.811, -1.761)  0.34
H (-2.850, 3.227, -0.301)  0.40
W (-1.043, -0.388, -0.479)  1.15
C (0.874, -2.756, 0.863)  0.54
C (0.813, 1.459, -1.115)  1.32
H (-0.742, -3.250, 2.238)  0.23
H (2.585, -2.666, -0.427)  0.15
C (2.155, 1.023, 1.021)  -2.02
O (-2.786, -0.033, -1.125)  -0.69
O (-2.372, -1.219, 0.872)  -0.89
H (0.372, -3.292, 0.024)  0.15
H (-0.471, 2.311, 2.793)  0.31
H (2.478, -4.072, 0.635)  0.46
H (-0.568, 1.516, -3.596)  0.35
C (2.364, -3.002, 0.584)  -1.50
H (0.583, -4.410, 2.140)  0.43
C (-1.284, 1.854, -0.183)  0.45
C (-1.077, 2.062, -2.792)  -1.63
H (-3.079, 1.934, 0.954)  0.26
H (-3.327, -0.820, -0.819)  0.24
H (-2.143, 1.828, -2.874)  0.29
H (-0.147, 0.589, 2.805)  0.44
H (-1.937, -1.358, 1.778)  0.11
C (0.351, -3.349, 2.158)  -1.37
H (1.959, 0.581, 2.002)  0.34

Values from the calculation:
Charge: -2
Max |F| (eV Å⁻¹): 4.19
⟨S²⟩: 2.011
Frontier orbital gap (spin up / spin down) (eV): 4.72 / 5.16
2S+1: 3
ΔE to the lowest compared entry with this formula, charge and spin (kJ/mol): 237.8


Density functional theory data (wB97M-V/def2-TZVPD) for a cluster of 4 separate species, C13H24Cl6N2P in total.

Last column: Mulliken charge in e.
CARTESIAN COORDINATES (ANGSTROEM)
H (1.621, 3.095, 1.516)  0.08
P (1.239, -4.141, -0.129)  0.23
H (2.449, 3.606, 0.040)  0.36
H (3.390, -2.229, 1.395)  0.30
C (-1.974, 8.248, -0.700)  -0.42
H (3.824, 3.933, 2.153)  0.27
H (-2.275, 7.261, -1.055)  0.27
H (2.620, 5.091, 2.732)  0.35
H (-0.598, -5.803, -0.551)  0.38
C (3.065, 4.652, 1.838)  -0.45
C (-1.358, 8.132, 0.680)  0.03
H (-1.833, -5.114, -4.548)  0.32
H (-1.897, -4.246, 1.730)  0.29
N (0.102, -0.154, 1.031)  0.24
H (-0.545, 7.404, 0.661)  -0.18
H (3.161, 0.240, 2.334)  0.40
H (-0.098, -4.578, 2.184)  0.30
Cl (-3.439, 9.262, -0.699)  -0.18
H (-1.198, -5.984, 1.801)  0.30
H (3.002, -5.848, 0.163)  0.34
H (-1.039, -1.812, 0.031)  0.34
C (-2.264, -4.112, -4.524)  -0.47
C (2.290, -0.252, 1.803)  -0.24
C (-0.980, -4.897, 1.534)  -0.97
H (-2.090, 7.806, 1.420)  0.36
Cl (0.646, 5.020, 0.604)  -0.19
Cl (-3.550, -4.856, -2.224)  -0.17
Cl (-0.659, 9.672, 1.236)  -0.18
Cl (3.912, 5.941, 0.951)  -0.17
C (-0.055, -1.454, 0.496)  -0.20
C (2.397, -1.682, 1.265)  -0.37
H (-2.368, -3.761, -5.552)  0.34
H (2.987, -4.601, 1.578)  0.27
C (-3.613, -4.102, -3.837)  -0.47
Cl (-1.094, -3.028, -3.725)  -0.18
C (2.348, -5.279, 0.918)  -0.90
C (-0.561, -4.786, -0.020)  -0.08
H (-3.998, -3.087, -3.722)  0.31
H (-4.333, -4.674, -4.426)  0.33
H (-1.271, 8.671, -1.419)  0.33
H (-0.750, 0.434, 0.925)  0.32
H (1.677, -5.976, 1.519)  0.33
N (1.097, 0.459, 1.631)  -0.61
C (1.209, -2.387, 0.575)  0.43
C (2.025, 3.957, 0.982)  -0.27
H (-1.220, -4.043, -0.592)  -0.09

Values from the calculation:
Charge: +1
Max |F| (eV Å⁻¹): 4.17
Frontier orbital gap (eV): 6.88


Density functional theory data (wB97M-V/def2-TZVPD) for a structure of composition C13H24CrN4O5S2.

Last column: Mulliken charge in e.
CARTESIAN COORDINATES (ANGSTROEM)
H (-3.513, -0.967, 1.633)  0.04
H (-1.870, 2.433, 3.977)  0.47
H (0.512, 3.381, -3.258)  0.45
H (-0.437, -2.957, -4.219)  0.37
O (-1.983, 0.100, 2.789)  -0.38
S (0.663, 1.150, 4.384)  -0.36
H (2.510, -3.450, -2.709)  0.25
C (2.638, 2.958, 0.359)  -0.21
N (0.008, 0.762, 1.719)  0.14
C (-4.112, -1.053, 2.549)  -0.82
H (3.321, 3.376, 1.078)  0.43
N (1.182, -1.809, -0.704)  0.75
H (-0.671, -1.246, -4.628)  0.27
S (2.460, 3.557, -1.260)  -0.20
H (0.897, -4.062, -3.115)  0.39
H (2.619, 2.170, 3.291)  0.29
Cr (0.047, -0.220, -0.102)  -0.08
O (-1.402, -1.068, 0.465)  -0.68
C (-0.922, 1.009, 2.676)  0.07
H (1.872, -2.839, 0.750)  0.35
C (1.500, -3.622, -2.316)  -1.38
H (0.282, 1.608, -3.314)  0.19
C (1.760, 1.916, 0.606)  -0.43
H (-2.459, 0.241, 3.639)  0.41
C (0.239, 2.496, -2.673)  -0.99
C (-0.124, -1.637, -2.607)  -0.04
H (-2.355, 0.101, -1.634)  0.36
C (1.219, 1.435, 1.831)  0.07
C (-1.397, 2.396, 2.986)  -1.26
H (-4.545, -0.085, 2.859)  0.25
C (1.196, 2.370, -1.549)  0.39
C (0.867, -2.360, -1.882)  0.21
C (1.640, 1.707, 3.147)  -0.10
C (-0.824, -2.008, -3.853)  -1.23
H (-4.985, -1.701, 2.287)  0.34
H (-2.149, 2.681, 2.236)  0.36
H (-3.598, -1.565, 3.367)  0.22
H (3.572, -1.160, -0.128)  0.37
H (-0.605, 3.150, 2.961)  0.37
O (2.268, -2.470, -0.062)  -0.70
N (-0.587, -0.581, -1.951)  0.49
H (4.730, -0.117, -0.244)  0.24
N (1.054, 1.528, -0.539)  0.31
O (-1.856, -0.168, -2.433)  -0.55
H (1.577, -4.350, -1.499)  0.33
H (-0.781, 2.632, -2.279)  0.21
H (-1.325, -1.324, 1.414)  0.32
O (3.768, -0.232, -0.368)  -0.59
H (-1.903, -2.106, -3.674)  0.28

Values from the calculation:
Max |F| (eV Å⁻¹): 3.70
⟨S²⟩: 6.031
Frontier orbital gap (spin up / spin down) (eV): 6.31 / 6.16
2S+1: 5
ΔE to the lowest compared entry with this formula, charge and spin (kJ/mol): 0.0